[1]
23
Properties=species:S:1:pos:R:3:mulliken_charge:R:1 method="wB97M-V/def2-TZVPD" homo_lumo_gap_ha=0.362 lumo_energy_ev=0.797 de_lowest_kcal_mol=25.49
C -0.05 2.15 0.89 -1.50
C -0.29 0.63 0.61 0.42
C -1.40 0.09 1.52 -0.68
C -2.46 -0.73 0.74 -1.18
N 0.89 -0.23 0.70 -0.33
C 1.85 -0.18 -0.37 -0.49
O 2.41 1.09 -0.67 -0.56
H 0.99 2.42 0.75 0.41
H -0.77 2.69 0.26 0.34
H -0.31 2.40 1.92 0.36
H -0.68 0.56 -0.41 0.31
H -1.91 0.83 2.12 0.41
H -0.91 -0.60 2.18 0.28
H -2.00 -1.63 0.36 0.21
H -3.30 -0.92 1.40 0.39
H -2.79 -0.13 -0.10 0.36
H 1.36 -0.01 1.57 0.28
H 1.38 -0.61 -1.23 0.31
H 2.68 -0.79 -0.04 0.35
H 1.97 1.51 -1.41 0.34
H -1.39 -2.66 -2.23 0.32
H 0.06 -2.97 -2.68 0.31
O -0.63 -2.30 -2.69 -0.63

[2]
22
Properties=species:S:1:pos:R:3:mulliken_charge:R:1 method="wB97M-V/def2-TZVPD" homo_lumo_gap_ha=0.168 total_charge=+1 lumo_energy_ev=-9.098 de_lowest_kcal_mol=347.56
C 0.91 -2.18 -0.24 -0.62
N 1.80 -0.97 0.14 -0.44
C -0.34 -1.43 -0.88 -0.37
N -0.66 -0.23 -0.25 0.02
C -1.85 -0.09 0.52 -0.67
H 1.14 -2.86 -1.05 0.36
H 0.04 -2.84 1.25 0.35
H 2.73 -1.09 -0.33 0.28
H 1.15 -1.57 0.97 0.30
H 0.03 -1.20 -1.91 0.40
H -1.17 -2.21 -0.85 0.40
H -0.02 0.39 0.31 0.45
H 1.90 4.86 -5.71 0.01
H -2.05 -1.04 1.10 0.33
H -1.75 0.67 1.29 0.26
H -2.70 0.14 -0.16 0.36
H -0.28 1.57 2.26 0.38
H -0.07 3.20 1.85 0.29
O -0.66 2.42 1.88 -0.65
H 1.94 4.13 -6.04 -0.01
H 0.24 0.22 3.32 0.27
O -0.32 0.12 2.53 -0.70

[3]
171
Properties=species:S:1:pos:R:3:mulliken_charge:R:1 method="wB97M-V/def2-TZVPD" homo_lumo_gap_ha=0.326 lumo_energy_ev=0.471 de_lowest_kcal_mol=89.46
C -6.83 -0.19 -3.78 -1.55
C -6.36 1.05 -4.55 1.65
C -5.79 2.11 -3.67 -1.39
C -4.35 1.76 -3.28 0.49
C -3.49 1.64 -4.50 -1.15
C -3.98 0.51 -5.37 1.77
N -5.39 0.72 -5.60 0.11
O -5.79 -0.41 -6.36 -0.53
C -3.22 0.65 -6.68 -1.66
C -3.66 -0.81 -4.63 -1.41
C -7.63 1.54 -5.30 -1.95
H -7.58 -0.67 -4.38 0.38
H -7.31 0.15 -2.85 0.38
H -5.97 -0.82 -3.50 0.31
H -5.89 3.07 -4.22 0.38
H -6.44 2.20 -2.78 0.33
H -4.39 0.95 -2.52 -0.45
H -3.96 2.71 -2.78 0.27
H -2.43 1.40 -4.27 0.13
H -3.52 2.59 -5.13 0.43
H -3.83 0.04 -7.44 0.33
H -3.29 1.72 -6.90 0.51
H -2.17 0.24 -6.68 0.24
H -4.14 -1.72 -4.99 0.32
H -2.57 -1.01 -4.68 0.32
H -3.96 -0.75 -3.55 0.08
H -8.45 1.69 -4.62 0.41
H -7.96 0.96 -6.12 0.45
H -7.41 2.57 -5.64 0.41
H -6.17 -0.07 -7.15 0.38
C -1.76 -0.33 8.08 -1.80
C -0.56 0.22 7.29 1.62
C 0.75 0.11 8.16 -1.32
C 1.18 -1.30 8.38 -0.60
C 1.36 -1.93 6.99 -1.39
C 0.18 -1.81 5.95 1.77
N -0.27 -0.35 5.99 0.34
O -1.45 -0.38 5.14 -0.12
C 0.76 -2.13 4.63 -1.81
C -0.93 -2.84 6.23 -1.63
C -0.79 1.76 7.20 -1.82
H -2.62 -0.48 7.47 0.26
H -1.89 0.32 8.96 0.47
H -1.55 -1.28 8.63 0.38
H 1.47 0.65 7.58 0.38
H 0.54 0.66 9.08 0.46
H 0.43 -1.85 9.02 0.25
H 2.06 -1.38 8.99 0.46
H 1.60 -2.98 7.02 0.47
H 2.29 -1.50 6.59 0.37
H 0.02 -1.94 3.78 0.17
H 1.63 -1.47 4.48 0.39
H 1.09 -3.16 4.56 0.43
H -1.36 -2.67 7.17 0.41
H -1.67 -2.74 5.47 0.20
H -0.51 -3.86 6.11 0.45
H -0.54 2.10 8.18 0.64
H -1.80 2.17 7.02 0.25
H -0.10 2.13 6.43 0.24
H -1.13 0.11 4.30 0.07
C 4.35 1.17 2.48 -1.51
C 3.60 2.42 2.16 2.27
C 4.31 3.67 2.85 -1.32
C 5.51 4.29 2.11 -0.57
C 5.02 4.69 0.77 -1.17
C 4.63 3.45 -0.03 1.54
N 3.59 2.74 0.69 0.19
O 3.38 1.47 0.00 0.45
C 4.00 3.87 -1.40 -1.71
C 5.86 2.55 -0.30 -1.61
C 2.25 2.36 2.73 -2.34
H 4.14 0.82 3.54 0.39
H 5.40 1.33 2.25 0.39
H 4.14 0.31 1.85 0.13
H 3.57 4.54 2.86 0.30
H 4.56 3.52 3.90 0.49
H 6.41 3.67 1.98 0.37
H 5.83 5.14 2.74 0.39
H 5.86 5.17 0.22 0.40
H 4.20 5.45 0.88 0.23
H 3.07 4.47 -1.31 0.34
H 4.72 4.47 -2.01 0.43
H 3.78 3.01 -2.07 0.09
H 6.59 3.23 -0.71 0.56
H 6.32 2.09 0.61 0.34
H 5.59 1.68 -0.95 -0.04
H 1.69 3.31 2.44 0.40
H 2.33 2.25 3.80 0.59
H 1.66 1.45 2.32 0.04
H 2.51 1.59 -0.42 -0.18
C -4.31 -0.58 2.72 -1.66
C -3.87 0.19 1.50 1.91
C -5.10 0.93 0.82 -0.20
C -5.50 2.17 1.53 -1.02
C -4.31 3.05 1.74 -1.62
C -3.16 2.43 2.50 2.02
N -2.77 1.26 1.77 0.14
O -1.76 0.54 2.38 0.31
C -2.14 3.54 2.29 -1.58
C -3.42 2.20 3.98 -1.66
C -3.25 -0.70 0.52 -2.08
H -5.15 -1.19 2.47 0.59
H -4.76 0.06 3.50 0.32
H -3.53 -1.25 3.13 0.13
H -4.93 1.10 -0.28 -0.47
H -5.97 0.20 0.95 0.33
H -5.99 2.06 2.48 0.39
H -6.23 2.69 0.91 0.50
H -4.55 3.99 2.23 0.51
H -3.96 3.27 0.72 0.35
H -2.68 4.49 2.35 0.51
H -1.41 3.44 3.11 0.39
H -1.61 3.52 1.34 -0.14
H -3.39 3.12 4.51 0.60
H -4.39 1.79 4.17 0.34
H -2.58 1.63 4.46 0.07
H -2.70 -0.14 -0.24 0.42
H -3.94 -1.40 0.08 0.45
H -2.46 -1.33 1.00 0.23
H -0.99 0.71 1.83 -0.03
C 0.10 -3.88 -4.75 -1.39
C 0.10 -5.29 -4.37 0.36
C 1.16 -5.52 -3.32 -0.48
O 1.23 -6.88 -3.04 -0.38
C 1.72 -7.19 -1.80 -0.62
N -1.21 -5.82 -4.03 -0.73
H -0.76 -3.70 -5.34 0.47
H 0.94 -3.59 -5.34 0.56
H 0.02 -3.19 -3.89 0.07
H 0.30 -5.97 -5.20 0.23
H 0.79 -4.98 -2.42 0.29
H 2.17 -5.18 -3.61 0.34
H 0.98 -6.83 -0.98 0.27
H 2.66 -6.65 -1.71 0.27
H 1.88 -8.30 -1.62 0.23
H -1.65 -5.25 -3.33 0.22
H -1.04 -6.68 -3.55 0.30
C 7.01 -3.88 -4.38 -1.21
C 6.28 -3.54 -3.04 -0.38
C 6.52 -2.02 -2.74 -0.31
O 6.16 -1.35 -3.92 -0.28
C 6.29 0.02 -3.82 -0.43
N 4.87 -3.96 -3.20 -0.53
H 6.37 -3.77 -5.25 0.29
H 7.27 -4.94 -4.44 0.39
H 7.99 -3.28 -4.41 0.27
H 6.64 -4.13 -2.25 0.60
H 7.53 -1.75 -2.45 0.49
H 5.83 -1.71 -1.91 0.10
H 5.56 0.39 -3.03 -0.08
H 5.90 0.43 -4.75 0.28
H 7.34 0.30 -3.66 0.34
H 4.51 -3.40 -3.95 0.26
H 4.29 -3.70 -2.45 0.24
C 2.04 -1.29 -1.39 -1.23
C 1.46 -0.65 -2.65 1.09
C 1.26 0.85 -2.62 -0.52
O 0.39 1.20 -1.44 0.13
C 0.27 2.60 -1.33 0.36
N 2.23 -0.86 -3.88 -0.57
H 2.10 -2.31 -1.66 0.44
H 1.35 -1.24 -0.57 0.22
H 3.01 -0.82 -1.20 0.00
H 0.48 -1.03 -2.89 0.07
H 0.88 1.30 -3.48 0.61
H 2.27 1.28 -2.49 -0.54
H 1.23 3.09 -0.97 -0.26
H -0.36 2.85 -0.54 -0.44
H -0.12 3.09 -2.22 0.33
H 3.21 -0.74 -3.80 0.13
H 1.98 -1.75 -4.32 0.29

[4]
109
Properties=species:S:1:pos:R:3:mulliken_charge:R:1 method="wB97M-V/def2-TZVPD" homo_lumo_gap_ha=0.234 total_charge=+4 lumo_energy_ev=-11.962 de_lowest_kcal_mol=25.62
Zr 0.39 0.20 0.66 -0.76
O -1.20 0.51 4.88 -0.45
C -0.61 0.71 3.76 0.00
O -0.04 -0.14 3.07 -0.31
C -0.59 2.13 3.26 -0.19
C -0.96 3.25 4.00 -0.86
C -0.75 4.50 3.43 -1.41
C -0.18 4.59 2.16 -1.26
C 0.14 3.41 1.49 1.78
N -0.06 2.21 2.04 1.99
C 0.72 3.29 0.10 -1.17
O 0.93 4.32 -0.65 -0.32
O 0.95 2.15 -0.32 -0.46
H -1.16 -0.40 5.25 0.51
H -1.39 3.14 4.99 0.70
H -1.01 5.39 3.98 0.58
H 0.00 5.57 1.75 0.55
H 0.80 5.21 -0.29 0.39
C 3.63 2.98 1.73 -1.64
C 3.67 1.75 2.63 0.31
C 2.57 1.74 3.70 -2.33
C 3.62 0.42 1.84 -0.63
C 5.01 0.11 1.27 -0.90
O 4.75 -0.18 -0.09 -0.36
C 3.49 0.04 -0.38 -0.22
N 2.72 0.37 0.63 1.42
C 3.26 -0.18 -1.83 0.77
C 4.44 0.01 -2.59 -0.82
C 4.51 -0.24 -3.94 -1.13
C 3.40 -0.76 -4.59 -1.00
C 2.23 -0.95 -3.86 -0.62
C 2.12 -0.65 -2.51 -0.39
P 0.37 -0.72 -1.88 4.30
C -0.30 0.56 -3.03 1.03
C 0.47 1.70 -3.27 -1.10
C 0.06 2.64 -4.20 -0.78
C -1.13 2.46 -4.90 -1.08
C -1.91 1.35 -4.63 -0.97
C -1.51 0.41 -3.70 -0.95
C -0.20 -2.32 -2.60 1.40
C -0.14 -3.47 -1.81 -0.53
C -0.42 -4.71 -2.35 -0.78
C -0.78 -4.83 -3.68 -0.93
C -0.87 -3.70 -4.47 -0.90
C -0.58 -2.45 -3.94 -0.96
H 3.59 3.88 2.34 0.48
H 2.77 2.97 1.06 0.34
H 4.54 3.05 1.13 0.53
H 4.63 1.77 3.15 0.69
H 1.70 1.25 3.28 0.85
H 2.32 2.74 4.03 0.34
H 2.90 1.18 4.57 0.50
H 3.29 -0.37 2.54 0.74
H 5.51 -0.74 1.72 0.27
H 5.69 0.96 1.31 0.53
H 5.32 0.39 -2.10 0.61
H 5.42 -0.05 -4.48 0.48
H 3.43 -1.00 -5.64 0.53
H 1.38 -1.36 -4.38 0.51
H 1.41 1.83 -2.77 0.44
H 0.68 3.49 -4.41 0.61
H -1.43 3.18 -5.65 0.49
H -2.83 1.21 -5.18 0.63
H -2.13 -0.45 -3.53 0.89
H 0.15 -3.39 -0.77 0.62
H -0.35 -5.59 -1.73 0.54
H -0.98 -5.80 -4.11 0.45
H -1.16 -3.78 -5.51 0.51
H -0.65 -1.60 -4.60 0.48
O -4.33 -5.29 2.25 -0.59
N -3.22 -5.58 2.60 1.01
O -2.85 -6.56 3.17 -0.54
C -2.14 -4.60 2.27 -0.29
C -0.87 -5.07 2.24 -0.73
C 0.23 -4.23 1.90 1.89
C 1.54 -4.73 1.87 -0.93
C 2.54 -3.90 1.44 -1.57
C 2.22 -2.59 1.07 -0.25
N 1.00 -2.05 1.14 1.08
C 0.00 -2.88 1.54 -1.42
C -1.35 -2.37 1.59 -0.29
N -1.53 -1.06 1.29 0.91
C -2.73 -0.54 1.52 -0.21
C -3.83 -1.27 1.96 -1.70
C -3.69 -2.63 2.16 -1.04
C -2.42 -3.22 2.00 0.80
H -0.69 -6.12 2.48 0.65
H 1.74 -5.76 2.16 0.57
H 3.55 -4.24 1.35 0.65
H 3.02 -1.98 0.68 0.64
H -2.82 0.53 1.34 0.28
H -4.78 -0.79 2.12 0.63
H -4.55 -3.22 2.43 0.67
C -4.93 1.11 -0.75 -1.47
C -3.65 0.97 -1.54 -0.07
S -2.18 2.04 -1.20 0.78
O -1.40 1.30 -0.08 -0.41
C -2.94 3.52 -0.40 -0.88
C -3.35 3.37 1.05 -0.74
H -5.66 0.43 -1.18 0.46
H -5.35 2.11 -0.82 0.40
H -4.81 0.84 0.30 0.22
H -3.84 1.18 -2.59 0.59
H -3.25 -0.05 -1.46 0.19
H -3.79 3.80 -1.03 0.77
H -2.18 4.29 -0.52 0.58
H -4.28 2.83 1.16 0.36
H -3.50 4.35 1.48 0.44
H -2.57 2.86 1.62 -0.05